64
Properties=species:S:1:pos:R:3 method="wB97M-V/def2-TZVPD" lumo_energy_ev=-0.8515 homo_ev=-8.115
C 2.76699 -3.92419 1.86540
H -2.55234 4.76443 1.85632
C 1.53145 3.25411 1.90531
H 1.46782 4.27517 2.25133
N -0.46858 -0.88360 -0.97774
C 0.19388 7.25705 0.78430
H 4.99338 -4.10195 -0.66905
C -3.16405 2.82805 -1.55247
C -1.64583 -6.22313 -0.78485
N -2.46951 3.59095 -0.73374
C 2.55214 2.41404 2.32894
C -0.16807 -4.88715 -2.70212
C 3.98176 -4.10997 1.22398
O -1.01735 -2.28633 0.75282
H 0.68938 -3.43708 1.65157
H -4.45285 4.34994 -1.91831
C 2.59387 1.11105 1.87214
H 4.86390 -4.38076 1.78953
F -1.41846 0.84948 2.23597
N -1.40537 2.94714 -0.20388
C -0.67363 5.01240 0.86117
N -4.20658 3.40850 -2.17022
H -0.99888 8.75540 1.74730
C 0.31407 5.91169 0.46992
C -1.78130 5.46780 1.56994
H 3.00844 -3.48866 -1.94658
N 0.61903 1.47982 0.60898
H 1.45286 -2.47709 -2.93881
F -3.24441 1.34699 1.17604
H -4.85328 2.84562 -2.69049
C 1.59493 0.67943 1.01261
C -0.54817 3.57692 0.53215
C 0.32859 -0.96788 -2.10324
C -0.90694 7.70608 1.49887
C -0.44824 -2.04702 -0.29923
H 0.38976 -4.36985 -3.47123
C 4.05412 -3.95238 -0.15219
C 1.70125 -3.40492 -0.23635
H 0.95873 7.95430 0.46828
O 0.57538 -0.02440 -2.83339
C -1.89201 6.81055 1.89257
C -1.52604 -6.76309 -2.05716
H 2.69473 -4.05093 2.93826
H -2.22754 -6.73678 -0.03014
H -0.68650 -6.49790 -4.01347
C 2.92299 -3.60280 -0.87369
C 0.57562 2.76469 1.03071
H 3.36918 0.42310 2.17673
H -2.75155 7.16040 2.44908
Rh -1.05646 1.03640 -0.53223
C -0.28390 -4.34270 -1.42829
S -2.83283 1.15708 -1.95719
C 0.45686 -3.05626 -1.06826
H 3.30327 2.77973 3.01636
H -2.37077 -0.46648 1.07238
C -0.78430 -6.09038 -3.01541
H -2.01087 -7.69944 -2.30107
H 1.56371 -0.33925 0.64774
C -2.11458 0.59129 1.08802
H -1.12707 -4.60468 0.52289
H 1.17130 5.55767 -0.09046
C 1.63216 -3.57973 1.14301
C -1.02546 -5.02424 -0.46818
N 0.79213 -2.24626 -2.22118

66
Properties=species:S:1:pos:R:3 method="wB97M-V/def2-TZVPD" lumo_energy_ev=2.4904 homo_ev=-4.493 total_charge=-1
H -2.48455 -1.06143 2.55967
C 3.70672 -0.23000 -0.83849
C -0.20331 -3.83527 0.09896
C 0.81814 -7.42444 -0.30766
H -0.31707 -5.33101 -1.43248
C -3.07096 -1.84631 -1.97234
C 0.00679 -5.09486 -0.42714
C -0.31107 3.57361 -1.43735
C -2.60831 4.00446 -2.03734
H -4.44505 2.38315 0.89349
C 1.53609 3.51510 1.10479
H -3.33000 5.68376 -3.17681
H 0.67714 4.17234 1.05062
C 3.33540 -1.41449 -1.43644
H -3.74447 4.10849 -3.85779
C 5.03011 3.57031 2.62076
O 1.25518 -8.42959 0.50077
H 1.33645 -2.42175 -1.25195
H 4.57222 1.17643 1.36164
O 0.63419 -7.65525 -1.47078
F -2.89096 -2.32248 -0.71608
C 3.81231 3.12421 1.86038
C 0.83446 -4.52253 2.14860
C -2.98396 3.02303 -1.14135
C -2.04619 2.35547 -0.35850
H 5.16841 4.64972 2.54347
C 1.03442 -5.78378 1.62367
C -2.56997 -0.37684 -2.10389
N 1.64397 -0.65443 -0.19760
H 1.29724 -8.11085 1.40847
H 4.60236 0.36167 -0.90789
N -2.56826 1.46266 0.64608
N -1.93671 0.40033 1.19572
C 2.59250 1.43932 0.62762
C 2.68827 3.94552 1.72671
H 3.91587 -2.02717 -2.10269
O -3.41645 0.42867 -2.50038
H 4.95207 3.32643 3.68398
C -2.79463 -0.17866 2.02764
C 0.62568 -6.09274 0.32526
C -1.24623 4.29263 -2.14725
C 1.42035 2.22290 0.55103
C 0.20996 -3.51749 1.39711
O -1.37680 -0.20442 -1.76950
S -0.02547 -1.94557 2.13901
H -0.91139 5.05673 -2.84080
C -3.99450 0.53067 2.05793
C -3.80475 1.56751 1.17336
C -3.62668 4.66416 -2.92399
H 1.55048 -6.50656 2.24907
H 1.17618 -4.29504 3.15068
H 2.70953 4.94654 2.14542
H 5.93284 3.08921 2.24128
H 0.74554 3.75828 -1.59226
H -4.60496 4.70411 -2.44376
N 2.66798 0.20456 -0.09433
F -4.37655 -2.00582 -2.24386
H -4.01808 2.71361 -1.09264
C 2.02065 -1.62957 -1.00825
C -0.67706 2.55492 -0.54571
C 3.73429 1.86206 1.29519
F -2.40245 -2.67987 -2.80198
H -4.87266 0.31673 2.64048
H -0.70356 -3.08116 -0.48578
N 0.26014 1.72203 0.02965
Pd -0.14087 -0.23194 0.58648

61
Properties=species:S:1:pos:R:3 method="wB97M-V/def2-TZVPD" lumo_energy_ev=2.4728 homo_ev=-4.064 total_charge=-1
N -0.01144 -2.21388 0.73786
C 3.20500 -4.00302 0.38615
H 4.07796 4.36115 -1.38740
C 1.31098 -2.51585 0.77789
C -0.53422 2.61845 3.40723
C -0.23977 2.09638 2.14707
O 1.64951 4.61324 -0.64235
O -3.30041 1.98007 -2.15110
C -3.98518 -1.04168 -0.28007
N 2.34226 1.66642 -2.33743
C 4.05752 -3.03553 0.84084
H 0.08059 3.43051 3.76295
C 2.66691 2.78286 -1.69661
H -1.17185 -5.03502 -0.64354
N 1.07895 2.51763 0.13135
H -1.35757 3.77865 -0.72731
C -2.28925 -2.65803 0.13804
C -3.27843 -3.60905 0.40421
Pb -0.87527 0.27413 -0.78299
H 5.70643 3.41454 -3.04114
C -2.27753 1.01928 3.62715
C -2.35984 3.39184 -0.51151
H -1.14600 0.73895 -3.76374
C -4.62036 -3.27430 0.33658
C 1.72983 3.38885 -0.66558
H -2.56161 0.59663 -3.20558
H 4.24346 -1.02315 1.60892
H -2.99817 -4.61180 0.71100
H 1.21930 -5.65023 -0.53667
C 0.87390 -4.68880 -0.17249
C 4.42508 1.74915 -3.50874
H 1.80893 -0.57440 1.55305
C -4.97493 -1.98143 -0.02110
C 3.55591 -1.78728 1.26889
O 1.69065 3.42653 2.15215
H 5.09200 1.30291 -4.23514
C -2.61698 -1.32930 -0.21066
C 0.94448 2.75371 1.43363
H 5.12444 -3.21946 0.86663
H -6.02166 -1.70828 -0.10007
C 1.81416 -3.76049 0.33346
H -1.82273 2.49823 5.12140
H 3.58450 -4.96339 0.05439
H -4.29084 -0.03847 -0.56696
C 3.20042 1.16865 -3.22249
C -1.92839 0.55291 2.37579
O -1.78458 0.07080 -3.49176
C -0.86612 -3.07364 0.23637
H -3.11475 4.11386 -0.83645
H -5.37928 -4.01142 0.57031
N -0.95203 1.08480 1.63068
H -3.09005 0.55568 4.17018
H -2.40946 3.24820 0.57057
H 2.88540 0.25598 -3.72059
C -0.44407 -4.35330 -0.22531
C 2.21369 -1.53284 1.24948
H -2.45040 -0.28332 1.93027
C 4.76338 2.91968 -2.84217
C -2.49248 2.06622 -1.22794
C -1.57135 2.09147 4.14950
C 3.87134 3.44898 -1.92911